No. 1
Entry from the OMol25 dataset: a structure of composition C33H29BrN4O2PRhS (the ωB97M-V functional and the def2-TZVPD basis).

XYZ file:
```
72
Properties=species:S:1:pos:R:3:lowdin_spin:R:1
Rh 9.8487 7.6155 14.8845 2.631
C 7.3939 8.1341 18.8942 0.003
C 7.8420 7.8375 17.4827 0.009
N 9.0552 7.9704 17.1789 0.078
N 9.8876 8.3695 18.1962 0.015
C 11.1836 8.6189 17.8087 0.045
N 12.0160 8.9781 18.7575 0.023
S 11.7369 8.4910 16.2281 0.236
C 6.9792 7.3643 16.4107 0.008
C 5.6699 7.3292 16.6133 0.003
C 4.8524 6.8501 15.6110 0.001
C 5.4493 6.3403 14.4760 0.004
C 6.8080 6.3109 14.3601 0.009
N 7.5359 6.8427 15.3249 0.099
H 7.7242 7.4213 19.6699 0.000
H 6.3022 8.0080 19.0205 0.001
H 7.6172 9.1945 19.0445 0.000
H 9.4429 8.6588 19.0335 0.001
H 11.7085 9.1996 19.6955 0.002
H 12.9859 9.1437 18.5925 0.002
H 5.1398 7.7124 17.4993 0.001
H 3.7869 6.8299 15.7027 0.000
H 4.7944 5.9414 13.6664 0.001
H 7.3094 5.9085 13.4171 0.001
Br 13.3964 8.6682 8.2628 0.000
C 12.5133 7.1759 9.2655 0.000
C 12.1021 6.0876 8.5163 0.003
C 11.0309 5.3342 8.9792 0.001
C 10.2961 5.6238 10.1784 0.003
C 10.7673 6.6836 10.9573 0.006
C 11.8479 7.4806 10.4521 0.006
C 10.3510 6.9049 12.3165 0.020
O 11.2388 7.4714 13.0791 0.200
O 9.2779 6.6384 12.8989 0.169
H 12.5972 5.8101 7.5901 0.000
H 10.7634 4.3829 8.3638 0.000
H 9.4280 5.0009 10.5896 0.000
H 12.1553 8.2764 11.1075 0.001
C 6.6992 11.7384 17.4882 0.022
C 6.1723 11.2240 16.3102 -0.003
C 6.9695 10.7036 15.3057 0.018
C 8.3560 10.8624 15.3546 0.019
C 8.8713 11.4077 16.5334 0.020
C 8.0723 11.8631 17.5945 -0.002
P 9.4145 9.9846 14.1860 0.207
C 8.5638 9.8162 12.5686 0.033
C 7.4655 9.0337 12.2665 0.015
C 7.0732 8.7316 10.9538 -0.003
C 7.7848 9.1678 9.8319 0.019
C 8.8355 10.0040 10.0775 0.002
C 9.1934 10.3802 11.3319 0.022
C 10.8930 11.0172 14.0400 0.025
C 10.9049 12.4354 14.2096 0.011
C 12.0085 13.1525 13.8907 0.001
C 13.1942 12.5608 13.4516 0.006
C 13.2600 11.1117 13.3477 -0.001
C 12.0531 10.3506 13.5399 0.005
H 6.0411 12.0620 18.2575 0.001
H 5.0977 11.1012 16.2758 -0.001
H 6.5869 10.2685 14.3967 0.001
H 9.9471 11.5690 16.6236 0.001
H 8.5281 12.4690 18.3688 -0.001
H 6.8900 8.4846 13.0481 0.000
H 6.2558 8.0489 10.8614 -0.001
H 7.4537 8.8538 8.7834 0.001
H 9.3759 10.3606 9.1834 0.000
H 10.0132 11.0594 11.5548 0.000
H 10.1044 12.9331 14.6876 0.000
H 12.0424 14.2029 14.0674 0.000
H 14.1020 13.1192 13.3832 0.000
H 14.1087 10.5765 12.9306 0.000
H 12.1332 9.2535 13.6168 -0.001
```

The calculation puts the relative energy (zero: lowest compared OMol25 entry of this formula, charge and spin) at 1.684 eV. The expectation value of S² is 6.016. Its LUMO energy (spin up / spin down) is -6.15 / -8.24 eV. The net charge is +2. The calculation puts the orbital gap (spin up / spin down) at 7.14 / 5.05 eV. Its multiplicity is 5. Its energy is -137904.360 eV. The calculation puts the max |F| at 4.07 eV/Å.

---

No. 2
Entry from the OMol25 dataset: a structure of composition C33H29N2PPtS4 (the ωB97M-V functional and the def2-TZVPD basis).

XYZ file:
```
70
Properties=species:S:1:pos:R:3:nbo_charge:R:1
Pt -0.4804 0.4090 -1.5808 0.750
C 2.2018 -1.8414 2.7758 -0.648
C 0.7859 -1.3330 2.8905 0.023
C 0.1799 -1.3815 4.1435 -0.221
C -1.0956 -0.8856 4.3659 -0.166
C -1.8065 -0.3208 3.3207 -0.218
C -1.2278 -0.2695 2.0641 -0.168
C 0.0492 -0.7727 1.8319 -0.400
P 0.6648 -0.6804 0.1279 1.143
C 2.4163 -0.2017 0.2042 -0.278
C 3.3261 -0.9175 -0.5710 -0.215
C 4.6536 -0.5307 -0.6473 -0.203
C 5.0800 0.5838 0.0553 -0.189
C 4.1777 1.2963 0.8284 -0.200
C 2.8405 0.9265 0.9187 -0.026
C 1.9267 1.7401 1.7947 -0.630
C 0.6346 -2.3671 -0.5250 -0.435
C 0.6174 -3.5449 0.2103 -0.177
C 0.5726 -4.7635 -0.4511 -0.225
C 0.5517 -4.7940 -1.8395 -0.182
C 0.5371 -3.6138 -2.5687 -0.243
C 0.5566 -2.3864 -1.9154 0.098
C 0.4758 -1.0828 -2.6519 -0.609
H 2.4082 -2.5370 3.5888 0.222
H 2.9179 -1.0202 2.8491 0.233
H 2.4060 -2.3472 1.8351 0.226
H 0.7325 -1.8173 4.9673 0.213
H -1.5279 -0.9400 5.3564 0.217
H -2.8016 0.0745 3.4735 0.223
H -1.7771 0.1673 1.2465 0.225
H 2.9984 -1.7895 -1.1213 0.222
H 5.3456 -1.0943 -1.2586 0.218
H 6.1121 0.9039 -0.0022 0.217
H 4.5123 2.1727 1.3705 0.212
H 2.3084 2.7553 1.8981 0.226
H 1.8465 1.3076 2.7953 0.227
H 0.9129 1.7974 1.4025 0.214
H 0.6017 -3.5195 1.2916 0.222
H 0.5423 -5.6848 0.1150 0.219
H 0.5174 -5.7444 -2.3566 0.218
H 0.4770 -3.6397 -3.6500 0.222
H -0.0539 -1.1940 -3.5968 0.236
H 1.4792 -0.7160 -2.8788 0.237
S 1.3005 1.9858 -2.0567 -0.379
S 1.6466 1.5352 -3.9964 -0.009
S -0.1659 2.0103 -4.8515 -0.057
S -1.5796 1.1585 -3.5471 -0.350
C -1.3188 6.0736 -0.4196 -0.197
C -0.3028 5.2232 -0.0113 -0.198
C -0.4670 3.8501 -0.1044 -0.210
C -1.6609 3.3361 -0.5793 0.177
C -2.6799 4.1794 -1.0037 -0.215
C -2.5032 5.5494 -0.9227 -0.208
N -1.8331 1.9154 -0.6596 -0.215
N -3.0024 1.5336 -0.4576 -0.127
C -3.2250 0.1663 -0.6836 0.051
C -4.4952 -0.3115 -0.3672 -0.184
C -4.7866 -1.6424 -0.5866 -0.243
C -3.8084 -2.4614 -1.1404 -0.155
C -2.5477 -1.9711 -1.4591 -0.270
C -2.2123 -0.6426 -1.2211 -0.219
H -1.1834 7.1455 -0.3616 0.215
H 0.6284 5.6258 0.3646 0.215
H 0.3304 3.1862 0.1859 0.218
H -3.5859 3.7541 -1.4110 0.235
H -3.2877 6.2108 -1.2650 0.218
H -5.2258 0.3775 0.0360 0.225
H -5.7639 -2.0390 -0.3478 0.218
H -4.0320 -3.5031 -1.3361 0.213
H -1.8338 -2.6488 -1.9036 0.219
```

The calculation puts the relative energy (zero: lowest compared OMol25 entry of this formula, charge and spin) at 0.000 eV. Its LUMO energy is -0.66 eV. The net charge is 0. The calculation puts the orbital gap at 6.11 eV. Its energy is -93550.240 eV. The calculation puts the max |F| at 0.52 eV/Å.

---

No. 3
Entry from the OMol25 dataset: a structure of composition C33H30AsF6MoN4O5S (the ωB97M-V functional and the def2-TZVPD basis).

XYZ file:
```
81
Properties=species:S:1:pos:R:3:lowdin_spin:R:1
Mo -0.0172 -1.5569 0.8268 0.952
C 1.8476 0.9564 1.7397 -0.002
N 1.1797 -0.2534 2.3322 -0.006
C 0.3410 0.2391 3.4638 0.004
C 2.2781 -1.1131 2.7626 -0.007
C 2.9874 -0.9398 3.9362 0.002
C 4.1190 -1.7113 4.1652 -0.010
C 4.5460 -2.6169 3.2065 0.001
C 3.8291 -2.8000 2.0330 -0.008
C 2.6668 -2.0637 1.8225 0.006
N 1.8352 -2.1636 0.6912 -0.039
C 2.1162 -3.1629 -0.3038 0.005
C 2.1391 -4.5031 0.0451 -0.001
C 2.2210 -5.4851 -0.9342 0.000
C 2.2537 -5.1049 -2.2640 -0.001
C 2.2253 -3.7617 -2.6155 0.000
C 2.1592 -2.7633 -1.6477 -0.001
N 2.0623 -1.3997 -1.9699 -0.001
C 3.1717 -0.5559 -1.5642 0.000
C 1.5326 -1.0592 -3.2711 0.000
H 2.5299 1.3629 2.4864 0.000
H 2.4018 0.6660 0.8511 0.000
H 1.0915 1.6914 1.4851 0.000
H 0.9155 0.9468 4.0619 0.000
H -0.5216 0.7555 3.0565 0.001
H 0.0387 -0.5922 4.0918 0.000
H 2.6705 -0.2119 4.6710 0.000
H 4.6708 -1.5921 5.0882 -0.001
H 5.4434 -3.1984 3.3753 0.000
H 4.1610 -3.5158 1.2949 0.000
H 2.0603 -4.7733 1.0921 0.000
H 2.2337 -6.5307 -0.6568 0.000
H 2.3024 -5.8558 -3.0428 0.000
H 2.2510 -3.4810 -3.6609 0.000
H 3.9943 -0.5744 -2.2945 0.000
H 2.8274 0.4765 -1.4639 0.000
H 3.5719 -0.8832 -0.6058 0.000
H 2.2445 -1.2277 -4.0944 0.000
H 0.6202 -1.6249 -3.4620 0.000
H 1.2783 0.0032 -3.2668 0.000
O -2.2691 -1.6848 -2.4135 0.001
C -1.9174 -1.8775 -1.2899 0.006
O -0.6722 -2.2091 -0.9181 0.032
C -2.8247 -1.8398 -0.0833 0.002
C -4.1972 -1.7547 0.0106 0.000
C -4.7613 -1.8786 1.2805 0.001
C -3.9823 -2.1307 2.4034 0.000
C -2.6150 -2.1696 2.2204 0.005
N -2.1057 -1.9841 1.0193 0.003
C -1.5094 -2.4333 3.2033 0.005
O -1.6626 -2.6779 4.3592 -0.001
O -0.3113 -2.4085 2.5880 0.011
H -4.7954 -1.6016 -0.8756 0.000
H -5.8342 -1.7943 1.3917 0.000
H -4.4069 -2.2520 3.3893 0.000
F -2.5451 0.5097 2.1635 0.002
As -3.3393 2.0586 2.4661 0.000
F -1.7821 2.8264 2.2136 0.000
F -2.9545 1.8743 4.1426 0.000
F -4.0919 3.5767 2.7421 0.000
F -4.8319 1.1990 2.6932 0.000
F -3.6522 2.1661 0.7603 0.000
C -1.2704 7.9829 -4.9272 0.000
C -1.0861 6.7558 -4.0694 0.000
O -0.0750 6.5160 -3.4688 0.000
S -2.5061 5.6693 -4.1094 0.000
C -1.9465 4.3534 -3.0643 0.001
C -1.7103 4.5927 -1.7132 0.000
C -1.2889 3.5666 -0.8912 0.003
C -1.1093 2.2868 -1.4280 0.006
C -1.3694 2.0442 -2.7801 0.003
C -1.7847 3.0802 -3.5960 0.000
C -0.6583 1.2130 -0.6123 0.040
C -0.2898 0.2687 0.0630 -0.015
H -1.2138 8.8546 -4.2745 0.000
H -2.2181 7.9896 -5.4622 0.000
H -0.4441 8.0346 -5.6353 0.000
H -1.8680 5.5823 -1.3070 0.000
H -1.1328 3.7302 0.1647 0.000
H -1.2632 1.0393 -3.1706 0.000
H -1.9825 2.9038 -4.6457 0.000
```

The calculation puts the relative energy (zero: lowest compared OMol25 entry of this formula, charge and spin) at 0.184 eV. The expectation value of S² is 0.773. Its LUMO energy (spin up / spin down) is -2.52 / -2.10 eV. The net charge is 0. The calculation puts the orbital gap (spin up / spin down) at 5.91 / 6.37 eV. Its multiplicity is 2. Its energy is -140744.201 eV. The calculation puts the max |F| at 0.53 eV/Å.

---

The highest energy belongs to which entry?
C33H29N2PPtS4

---

The highest max |F| belongs to which entry?
C33H29BrN4O2PRhS

---

The lowest max |F| belongs to which entry?
C33H29N2PPtS4